The following is a DFT calculation (ωB97M-V with the def2-TZVPD basis set) of a single C4H5O2P molecule.

Last columns: bonded neighbours and bond lengths (Å).
Element x y z (Å)
1 C -0.77175 0.72599 -0.13765  C6 1.461, H11 1.114, C12 1.334
2 H 0.23508 2.72079 0.34346  C12 1.142
3 P 2.24935 -0.00590 -0.40768  O7 1.572, O8 1.753, H10 1.477
4 H -0.27549 -2.72610 0.16769  C9 1.170
5 H -1.82033 -0.99064 -0.46930  C6 1.047
6 C -0.83530 -0.73093 -0.22572  C1 1.461, H5 1.047, C9 1.324
7 O 1.87161 1.30858 0.36706  P3 1.572, C12 1.716
8 O 1.35832 -1.29977 0.37112  P3 1.753, C9 1.333
9 C 0.09584 -1.61929 0.08701  H4 1.170, C6 1.324, O8 1.333
10 H 3.37737 -0.46868 0.42519  P3 1.477
11 H -1.82005 1.05023 -0.33141  C1 1.114
12 C 0.20286 1.60524 0.09919  C1 1.334, H2 1.142, O7 1.716

The spin multiplicity is 1. Its frontier orbital gap is 9.474 eV. Its structure (SMILES) is c1cco[pH]oc1. As for the charge: 0. For the largest force on an atom, the calculation gives 0.0889 hartree/bohr.